C3H9NO | the ωB97M-V functional and the def2-TZVPD basis

Summary:
SMILES ... C=CN.CO
Orbital gap ... 9.854 eV
Maximum force ... 3.07 eV/Å
HOMO energy ... -0.33154 Ha

Structure (ORCA input):
```
! wB97M-V def2-TZVPD RIJCOSX def2/J DEFGRID3
* xyz 0 1
C 0.70 -0.35 0.89
C 1.21 -1.57 0.75
N 0.45 -2.81 1.03
H 1.13 0.66 0.55
H -0.21 -0.39 1.60
H 2.23 -1.70 0.26
H -0.37 -2.47 1.63
H 0.08 -3.31 0.14
C -0.57 1.85 -1.00
O -1.53 2.44 -1.96
H 0.23 2.55 -0.83
H -0.23 0.99 -1.54
H -0.72 1.44 0.00
H -2.40 2.67 -1.50
*
```